[1]
C13H21O | ωB97M-V/def2-TZVPD

The geometry in XYZ format:
```
35
Properties=species:S:1:pos:R:3:nbo_charge:R:1
C -0.71 -2.62 0.02 0.47
C -0.32 -3.82 0.20 -0.45
C -1.15 1.32 0.45 -0.28
C -1.79 2.49 -0.01 -0.11
C -0.32 -1.21 1.64 -0.09
C 2.75 0.48 -0.03 -0.42
C 2.16 1.84 -0.39 -0.36
C 1.75 -0.58 0.26 -0.36
C 1.20 2.24 0.78 -0.47
C 0.70 -0.19 1.35 -0.38
C 0.18 1.17 0.89 0.07
C -3.18 2.57 -0.44 -0.66
C -1.03 -2.35 -2.21 -0.29
O -1.39 -2.01 -0.88 -0.37
H -0.66 -4.60 -0.48 0.27
H 0.23 -4.10 1.06 0.26
H -1.62 0.35 0.34 0.18
H -1.20 3.40 0.14 0.20
H -1.26 -0.84 1.89 0.22
H -0.01 -1.96 2.37 0.22
H 3.44 0.23 -0.85 0.23
H 3.26 0.58 0.94 0.20
H 2.96 2.53 -0.42 0.22
H 1.63 1.63 -1.35 0.20
H 1.20 -0.89 -0.71 0.18
H 2.14 -1.61 0.49 0.22
H 1.92 2.15 1.58 0.21
H 0.97 3.32 0.56 0.25
H 1.29 0.06 2.27 0.28
H -3.10 2.98 -1.45 0.23
H -3.73 1.66 -0.59 0.21
H -3.77 3.22 0.12 0.23
H -1.79 -2.97 -2.73 0.24
H -0.64 -1.46 -2.78 0.24
H -0.12 -3.00 -2.03 0.19
```

Properties
HOMO (spin up / spin down) = -9.786 / -12.598 eV
orbital gap (spin up / spin down) = 5.9926 / 4.8333 eV
2S+1 = 3
total charge = +1
LUMO energy (spin up / spin down) = -3.79 / -7.76 eV

---

[2]
C6H10N | ωB97M-V/def2-TZVPD

The geometry in XYZ format:
```
17
Properties=species:S:1:pos:R:3:nbo_charge:R:1
C 1.83 -1.12 -0.05 0.16
C 0.92 0.05 0.00 -0.06
C -0.49 -0.30 0.03 0.48
C 1.29 1.49 0.04 -0.68
C -1.45 0.66 0.46 -0.77
C -1.03 -1.55 -0.54 -0.72
N 1.17 -1.07 1.01 -0.18
H 2.79 -1.33 -0.45 0.28
H 0.56 1.97 -0.69 0.25
H 2.21 1.93 -0.41 0.28
H 1.20 1.85 1.10 0.26
H -0.94 1.66 0.71 0.26
H -2.11 0.21 1.28 0.30
H -2.12 1.05 -0.29 0.32
H -2.14 -1.42 -0.71 0.26
H -1.05 -2.49 0.02 0.30
H -0.63 -1.60 -1.50 0.26
```

Properties
HOMO = -15.089 eV
orbital gap = 9.7647 eV
relative energy (zero: lowest compared OMol25 entry of this formula, charge and spin) = 79.0 kcal/mol
total charge = +1
LUMO energy = -5.32 eV

---

[3]
H5N2OPS | ωB97M-V/def2-TZVPD

The geometry in XYZ format:
```
10
Properties=species:S:1:pos:R:3:nbo_charge:R:1
N 0.34 -2.02 -0.71 -0.98
N -0.45 2.57 0.64 -1.19
O -1.74 0.66 -0.51 -1.05
P -1.51 1.28 0.80 1.42
S 2.06 -2.02 -0.48 0.12
H -0.13 -1.16 -0.91 0.40
H -0.15 -2.15 0.18 0.35
H -0.34 3.09 1.52 0.40
H -0.36 3.08 -0.22 0.42
H 2.28 -3.33 -0.32 0.11
```

Properties
HOMO = -8.376 eV
SMILES = NP=O.NS
orbital gap = 8.3312 eV
relative energy (zero: lowest compared OMol25 entry of this formula, charge and spin) = 50.3 kcal/mol
total charge = 0
LUMO energy = -0.04 eV

---

[4]
C20H23NO4 | ωB97M-V/def2-TZVPD

The geometry in XYZ format:
```
48
Properties=species:S:1:pos:R:3:nbo_charge:R:1
C -5.43 0.50 2.34 -0.24
H -5.26 -0.57 2.47 0.18
H -5.00 1.04 3.18 0.18
H -6.50 0.69 2.29 0.19
O -4.93 0.96 1.10 -0.50
C -3.60 0.88 0.80 0.29
C -3.29 1.36 -0.47 -0.27
C -1.99 1.37 -0.96 0.14
C -0.96 0.88 -0.16 -0.07
C -1.27 0.39 1.10 -0.21
C -2.56 0.37 1.60 0.21
O -2.87 -0.12 2.85 -0.51
C -1.84 -0.66 3.63 -0.25
H -2.32 -1.00 4.55 0.20
H -1.08 0.09 3.88 0.18
H -1.36 -1.51 3.14 0.18
H -0.45 0.00 1.69 0.22
C 0.45 0.84 -0.68 -0.26
C 0.76 -0.56 -1.17 -0.07
C 0.02 -1.14 -2.20 -0.15
C 0.27 -2.44 -2.60 -0.23
C 1.25 -3.19 -1.97 -0.21
C 2.00 -2.62 -0.95 -0.25
C 1.76 -1.31 -0.56 0.28
O 2.50 -0.78 0.48 -0.54
C 3.65 -0.02 0.09 0.11
C 4.77 -0.92 -0.43 -0.64
H 5.05 -1.65 0.33 0.21
H 4.45 -1.45 -1.33 0.22
H 5.64 -0.32 -0.68 0.22
C 4.10 0.75 1.33 -0.62
H 3.30 1.39 1.69 0.21
H 4.96 1.37 1.09 0.21
H 4.37 0.05 2.12 0.21
H 3.37 0.68 -0.70 0.16
H 2.76 -3.19 -0.44 0.22
H 1.44 -4.21 -2.27 0.21
H -0.31 -2.87 -3.40 0.21
H -0.75 -0.58 -2.68 0.21
C 0.65 1.91 -1.77 -0.49
C -0.49 2.02 -2.76 0.68
O -0.33 2.33 -3.93 -0.60
N -1.73 1.83 -2.24 -0.61
H -2.51 2.00 -2.85 0.41
H 0.72 2.89 -1.29 0.24
H 1.57 1.74 -2.32 0.24
H 1.13 1.05 0.14 0.24
H -4.11 1.74 -1.07 0.22
```

Properties
HOMO = -7.730 eV
SMILES = COc1cc2c(cc1OC)[C@@H](c1ccccc1OC(C)C)CC(=O)N2
orbital gap = 8.4175 eV
relative energy (zero: lowest compared OMol25 entry of this formula, charge and spin) = 42.2 kcal/mol
total charge = 0
LUMO energy = 0.69 eV

---

[5]
C4H23N2O8S | ωB97M-V/def2-TZVPD

The geometry in XYZ format:
```
38
Properties=species:S:1:pos:R:3:nbo_charge:R:1
O 5.13 0.93 -1.43 -0.65
C 4.39 0.02 -1.03 0.66
N 3.54 -0.77 -1.68 -0.61
C 2.38 -1.39 -0.98 -0.25
C 1.03 -0.76 -1.53 -0.50
S -0.56 -1.14 -0.65 -0.70
C 4.62 -0.23 0.51 -0.30
N 3.71 0.26 1.42 -0.84
H 3.45 -0.60 -2.66 0.40
H 2.39 -2.47 -1.06 0.20
H 2.38 -1.33 0.13 0.22
H 0.83 -1.02 -2.61 0.19
H 1.20 0.26 -1.61 0.18
H 5.66 0.05 0.69 0.21
H 4.78 -1.32 0.59 0.15
H 2.76 0.38 1.17 0.38
H 4.02 1.10 1.89 0.37
H -0.46 0.60 2.76 0.47
H 0.28 -0.14 1.54 0.51
O 0.30 0.10 2.50 -1.00
H -1.01 -1.66 4.09 0.48
H -2.33 -1.25 3.40 0.47
O -1.91 -1.94 3.94 -0.95
H -2.45 4.31 0.10 0.47
H -2.74 4.62 1.58 0.47
O -2.94 4.85 0.67 -0.95
H -3.25 0.75 -1.92 0.51
H -1.99 1.51 -1.34 0.46
O -2.87 1.59 -1.72 -0.94
H -2.34 1.90 -0.16 0.46
H -3.18 1.16 0.99 0.48
O -2.62 1.91 0.79 -0.97
H -2.96 -2.04 -2.08 0.49
H -2.57 -1.03 -1.08 0.49
O -3.42 -1.34 -1.62 -1.03
H -5.63 -1.16 -0.38 0.45
H -4.38 -1.78 -0.23 0.49
O -5.24 -1.75 0.20 -0.96
```

Properties
HOMO = -4.766 eV
orbital gap = 7.6714 eV
relative energy (zero: lowest compared OMol25 entry of this formula, charge and spin) = 60.8 kcal/mol
total charge = -1
LUMO energy = 2.91 eV

---

[6]
C26H63IO14 | ωB97M-V/def2-TZVPD

The geometry in XYZ format:
```
104
Properties=species:S:1:pos:R:3:mulliken_charge:R:1
O 0.47 1.14 -0.96 -0.32
C 0.14 1.53 -2.03 -0.02
I 0.90 3.38 -2.83 0.01
C -0.84 0.81 -2.94 0.53
C -2.14 1.56 -2.93 0.48
C -3.01 1.62 -1.93 -0.25
C -4.13 2.51 -2.36 0.33
O -4.99 3.00 -1.70 -0.56
O -3.97 2.76 -3.71 -0.18
C -2.68 2.38 -4.05 -0.09
O -2.16 2.72 -5.06 -0.49
H -0.45 0.77 -3.96 0.41
H -1.00 -0.19 -2.56 -0.54
H -2.96 1.15 -0.96 0.59
C -2.92 -3.61 -0.57 -1.38
C -1.74 -2.91 -1.21 0.24
O -1.69 -1.52 -0.89 -0.29
H -3.86 -3.14 -0.88 0.31
H -2.95 -4.66 -0.83 0.37
H -2.87 -3.53 0.52 0.38
H -1.81 -2.97 -2.30 0.14
H -0.80 -3.37 -0.90 0.05
H -1.58 -1.45 0.06 0.18
C -8.15 4.90 -3.34 -0.95
C -6.95 5.71 -3.83 -0.08
O -5.90 5.75 -2.87 -0.54
H -8.53 5.32 -2.40 0.31
H -8.95 4.91 -4.08 0.29
H -7.86 3.87 -3.15 0.28
H -7.24 6.74 -4.01 0.33
H -6.58 5.30 -4.77 0.08
H -5.63 4.84 -2.69 0.27
C -6.54 2.64 -6.07 -0.66
C -7.46 1.51 -6.52 -0.42
O -8.76 1.62 -5.94 -0.51
H -6.46 2.65 -4.99 0.04
H -5.54 2.52 -6.50 0.31
H -6.94 3.60 -6.39 0.35
H -7.06 0.55 -6.19 0.31
H -7.53 1.49 -7.61 0.28
H -9.14 2.46 -6.22 0.29
C 1.33 2.64 3.02 -0.80
C 1.84 1.29 2.55 -0.33
O 0.79 0.42 2.16 -0.48
H 0.64 2.51 3.86 0.33
H 2.15 3.29 3.33 0.17
H 0.78 3.15 2.22 0.31
H 2.38 0.78 3.35 0.32
H 2.54 1.43 1.71 0.26
H 0.32 0.84 1.43 0.24
C 3.33 -3.48 0.35 -1.13
C 2.48 -2.84 -0.72 -0.03
O 1.32 -2.21 -0.18 -0.26
H 2.76 -4.22 0.91 0.17
H 4.20 -3.98 -0.09 0.39
H 3.68 -2.74 1.06 0.44
H 2.11 -3.59 -1.43 0.02
H 3.06 -2.10 -1.29 0.27
H 1.60 -1.53 0.44 0.12
C 2.33 6.73 5.92 -0.91
C 2.00 5.83 4.75 -0.05
O 2.90 6.03 3.65 -0.51
H 2.29 7.77 5.62 0.29
H 1.63 6.57 6.74 0.32
H 3.34 6.52 6.29 0.10
H 1.01 6.03 4.36 0.31
H 2.04 4.78 5.06 0.12
H 3.79 5.85 3.97 0.30
C 5.31 2.94 7.82 -1.02
C 5.74 4.34 7.44 -0.19
O 4.77 5.32 7.83 -0.48
H 4.35 2.70 7.36 0.26
H 6.04 2.20 7.49 0.32
H 5.19 2.84 8.90 0.33
H 5.84 4.43 6.36 0.26
H 6.71 4.58 7.89 0.26
H 4.67 5.27 8.79 0.27
C 2.02 -3.19 -4.77 -1.22
C 0.81 -2.38 -4.33 0.29
O 0.33 -1.55 -5.39 -0.52
H 2.81 -2.53 -5.12 0.33
H 2.40 -3.80 -3.95 0.29
H 1.75 -3.85 -5.60 0.39
H 1.08 -1.71 -3.51 0.13
H 0.01 -3.03 -3.98 0.05
H 0.07 -2.13 -6.12 0.29
C 4.72 -6.75 3.82 -1.00
C 5.05 -5.34 3.35 -0.15
O 3.96 -4.45 3.57 -0.47
H 3.84 -7.12 3.30 0.19
H 5.56 -7.43 3.62 0.30
H 4.52 -6.77 4.89 0.40
H 5.24 -5.33 2.28 0.18
H 5.95 -4.97 3.86 0.32
H 3.77 -4.42 4.51 0.26
C 1.14 -7.88 0.74 -1.09
C 2.13 -7.17 -0.16 0.11
O 3.40 -7.01 0.48 -0.46
H 1.01 -7.33 1.67 0.29
H 0.16 -7.97 0.25 0.37
H 1.48 -8.88 0.99 0.32
H 1.79 -6.17 -0.39 -0.09
H 2.25 -7.72 -1.10 0.30
H 3.74 -7.89 0.68 0.27
```

Properties
HOMO = -9.651 eV
SMILES = O=C(I)CC1=CC(=O)OC1=O.CCO.CCO.CCO.CCO.CCO.CCO.CCO.CCO.CCO.CCO
orbital gap = 8.6578 eV
relative energy (zero: lowest compared OMol25 entry of this formula, charge and spin) = 0.0 kcal/mol
total charge = 0
LUMO energy = -0.99 eV

---

[7]
C22H31N3O2 | ωB97M-V/def2-TZVPD

The geometry in XYZ format:
```
58
Properties=species:S:1:pos:R:3:nbo_charge:R:1
C 1.00 -1.03 -3.39 -0.64
C 0.68 -0.69 -1.97 0.14
C 0.05 0.41 -1.45 -0.29
C -0.04 0.23 -0.04 -0.24
C -0.62 1.11 1.01 0.69
O -1.39 0.66 1.85 -0.65
N -0.26 2.43 1.04 -0.44
C -0.74 3.24 2.14 -0.24
C 0.23 3.26 3.36 -0.23
N 1.47 2.55 3.14 -0.43
C 1.64 1.24 3.47 0.66
O 2.56 0.56 3.02 -0.64
C 0.77 0.60 4.49 -0.11
C -0.53 0.47 4.77 -0.13
C -0.31 -0.60 5.82 -0.43
C 1.20 -0.46 5.48 -0.40
C 2.41 3.20 2.21 -0.03
C 3.86 3.14 2.70 -0.41
C 4.79 3.87 1.75 -0.39
C 4.69 3.27 0.35 -0.39
C 3.25 3.37 -0.16 -0.40
C 2.24 2.69 0.77 -0.25
C 0.84 2.98 0.25 -0.20
C 0.52 -0.99 0.25 0.21
C 0.70 -1.70 1.55 -0.65
N 0.97 -1.53 -0.92 -0.33
C 1.61 -2.83 -1.04 -0.41
H 0.65 -0.23 -4.04 0.23
H 2.08 -1.14 -3.55 0.21
H 0.52 -1.96 -3.71 0.22
H -0.34 1.23 -2.04 0.22
H -0.89 4.25 1.77 0.19
H -1.71 2.84 2.44 0.24
H 0.48 4.30 3.61 0.20
H -0.26 2.84 4.24 0.23
H -1.43 0.88 4.33 0.22
H -0.59 -0.32 6.84 0.20
H -0.75 -1.57 5.58 0.21
H 1.64 -1.35 5.02 0.22
H 1.84 -0.12 6.29 0.20
H 2.12 4.26 2.21 0.19
H 3.90 3.57 3.71 0.21
H 4.16 2.10 2.79 0.24
H 4.52 4.93 1.70 0.19
H 5.82 3.82 2.11 0.21
H 5.36 3.78 -0.34 0.21
H 4.99 2.22 0.38 0.20
H 2.99 4.43 -0.27 0.19
H 3.17 2.92 -1.16 0.21
H 2.41 1.61 0.77 0.24
H 0.77 2.63 -0.78 0.22
H 0.69 4.06 0.21 0.19
H 0.16 -1.17 2.33 0.25
H 0.30 -2.72 1.51 0.21
H 1.75 -1.74 1.84 0.23
H 2.27 -2.99 -0.19 0.22
H 0.87 -3.63 -1.06 0.20
H 2.20 -2.86 -1.95 0.21
```

Properties
HOMO = -7.777 eV
SMILES = Cc1cc(C(=O)N2CCN(C(=O)C3=CCC3)[C@H]3CCCC[C@@H]3C2)c(C)n1C
orbital gap = 8.5909 eV
relative energy (zero: lowest compared OMol25 entry of this formula, charge and spin) = 39.4 kcal/mol
total charge = 0
LUMO energy = 0.81 eV

---

[8]
C2H2IO2 | ωB97M-V/def2-TZVPD

The geometry in XYZ format:
```
7
Properties=species:S:1:pos:R:3:nbo_charge:R:1
C 0.10 1.82 0.16 1.06
C 0.12 -0.89 -0.12 -0.97
O 0.96 1.79 0.95 -0.56
O -0.81 2.16 -0.49 -0.57
I -1.33 -2.38 0.63 -0.22
H 0.03 -0.96 -1.17 0.13
H 0.93 -1.54 0.04 0.13
```

Properties
HOMO = -2.696 eV
orbital gap = 6.1708 eV
relative energy (zero: lowest compared OMol25 entry of this formula, charge and spin) = 27.7 kcal/mol
total charge = -1
LUMO energy = 3.47 eV

---

[9]
C21H37BGeN6O3V | ωB97M-V/def2-TZVPD

The geometry in XYZ format:
```
70
Properties=species:S:1:pos:R:3:nbo_charge:R:1
V -0.50 0.17 -0.04 1.81
C 2.12 -3.01 -1.99 -0.64
C 1.09 -1.95 -2.36 0.27
C 1.56 -1.16 -3.59 -0.63
C -0.26 -2.62 -2.66 -0.62
O 0.88 -1.06 -1.25 -0.94
Ge 2.24 -0.55 0.05 1.41
O 0.92 -0.93 1.37 -0.95
C 1.13 -1.64 2.61 0.27
C 0.05 -1.16 3.60 -0.62
C 2.51 -1.30 3.17 -0.64
C 1.01 -3.15 2.40 -0.63
O 1.37 1.20 -0.05 -0.94
C 2.05 2.47 -0.12 0.28
C 2.31 3.01 1.29 -0.63
C 3.37 2.30 -0.87 -0.64
C 1.14 3.43 -0.89 -0.62
H 2.22 -3.74 -2.79 0.25
H 3.10 -2.54 -1.83 0.23
H 1.83 -3.53 -1.08 0.21
H 1.97 -1.85 -4.33 0.25
H 0.74 -0.62 -4.06 0.20
H 2.35 -0.46 -3.30 0.22
H -0.16 -3.25 -3.54 0.24
H -0.56 -3.25 -1.82 0.21
H -1.03 -1.87 -2.85 0.20
H 0.28 -0.15 3.95 0.21
H -0.93 -1.16 3.12 0.20
H 0.04 -1.83 4.46 0.24
H 2.67 -0.22 3.17 0.21
H 2.61 -1.67 4.19 0.25
H 3.29 -1.77 2.56 0.23
H -0.02 -3.45 2.23 0.20
H 1.63 -3.45 1.55 0.22
H 1.37 -3.67 3.28 0.24
H 2.65 2.20 1.94 0.22
H 3.10 3.77 1.25 0.25
H 1.42 3.48 1.71 0.21
H 4.05 1.68 -0.29 0.23
H 3.20 1.84 -1.84 0.22
H 3.84 3.27 -1.02 0.25
H 0.15 3.46 -0.43 0.20
H 1.56 4.43 -0.88 0.25
H 1.04 3.11 -1.93 0.21
C -3.31 -2.70 0.73 -0.29
C -2.01 -2.30 0.54 0.05
N -1.99 -0.99 0.21 -0.42
N -3.27 -0.54 0.19 -0.29
C -4.08 -1.55 0.49 0.11
B -3.52 0.95 -0.14 0.52
N -2.78 1.19 -1.47 -0.29
C -3.18 1.60 -2.67 0.10
C -2.09 1.61 -3.54 -0.29
C -1.02 1.19 -2.78 0.05
N -1.45 0.93 -1.52 -0.41
N -2.71 1.73 0.93 -0.29
C -3.04 2.67 1.81 0.10
C -1.93 2.95 2.62 -0.29
C -0.93 2.13 2.15 0.05
N -1.41 1.39 1.12 -0.41
H -3.67 -3.68 1.00 0.27
H -1.09 -2.86 0.62 0.26
H -5.15 -1.42 0.51 0.26
H -4.66 1.25 -0.16 0.02
H -4.21 1.87 -2.85 0.26
H -2.08 1.90 -4.58 0.27
H 0.02 1.07 -3.05 0.26
H -4.04 3.08 1.84 0.26
H -1.88 3.66 3.42 0.27
H 0.08 2.01 2.51 0.26
```

Properties
HOMO (spin up / spin down) = -14.544 / -14.595 eV
orbital gap (spin up / spin down) = 5.3972 / 6.2374 eV
2S+1 = 2
total charge = +2
LUMO energy (spin up / spin down) = -9.15 / -8.36 eV

---

Number 3 is which compound?
H5N2OPS

---

The highest total charge belongs to which entry?
C21H37BGeN6O3V

---

Look up the total charge of the sixth one.
0

---

Which formula does entry 5 have?
C4H23N2O8S